11
Properties=species:S:1:pos:R:3:forces:R:3:nbo_charge:R:1 method="wB97M-V/def2-TZVPD" smiles="NC(N)=O.O" charge=0 e_homo_ev=-9.50
N 0.4285 -0.9455 1.9542 -0.7 1.4 -1.3 -0.865
H 0.1505 -0.4057 2.7519 0.3 -0.5 0.4 0.385
C 0.5196 -0.3327 0.7122 0.8 -0.9 -1.0 0.770
N -0.1441 0.8352 0.4903 1.1 -1.3 0.6 -0.852
H -1.5111 0.3084 -2.9415 -0.9 -0.1 0.0 0.470
H 1.0090 -1.7493 1.9224 0.4 -0.5 0.9 0.414
H -0.2133 1.0877 -0.4777 -0.4 0.4 0.0 0.442
O -0.7356 0.5000 -2.4282 0.0 0.2 0.2 -0.937
H -0.6112 1.1894 1.2825 -0.9 0.9 0.0 0.381
O 1.1771 -0.8922 -0.1676 -0.5 0.4 0.4 -0.682
H -0.0693 0.4047 -3.0985 1.0 -0.1 -0.2 0.475